DFT (the ωB97M-V functional and the def2-TZVPD basis) results for a 4-piece molecular cluster, C33H84FIN10O7P4 overall at a distorted geometry.

CARTESIAN COORDINATES (ANGSTROEM)
C: 8.04 0.55 -3.71
C: 7.13 -0.28 -4.64
C: 6.29 -1.34 -3.91
I: 7.47 -2.42 -2.45
C: 4.95 -0.75 -3.43
C: 4.87 -0.02 -2.04
O: 3.83 -0.56 -1.29
P: 2.72 -1.66 -2.21
C: 1.77 -1.68 -0.56
N: 0.60 -2.57 -0.46
C: 3.98 -3.07 -1.68
C: 3.40 -4.34 -1.04
C: 4.55 -5.26 -0.61
F: 5.11 -4.75 0.58
C: 1.63 -2.83 -3.23
C: 0.43 -2.32 -4.06
C: -0.97 -2.25 -3.42
C: -1.21 -0.95 -2.62
C: -1.47 -3.55 -2.77
C: 1.96 0.06 -2.86
O: 2.13 0.42 -4.07
O: 1.38 0.83 -2.03
O: 3.82 -1.49 -3.64
H: 7.54 0.73 -2.76
H: 8.99 0.04 -3.57
H: 8.23 1.52 -4.18
H: 7.76 -0.76 -5.40
H: 6.49 0.41 -5.17
H: 6.03 -2.08 -4.67
H: 4.78 0.08 -4.14
H: 4.73 1.06 -2.15
H: 5.78 -0.24 -1.44
H: 2.52 -2.01 0.17
H: 1.49 -0.68 -0.24
H: 0.83 -3.56 -0.49
H: 0.08 -2.36 0.38
H: 4.75 -2.70 -1.00
H: 4.51 -3.43 -2.56
H: 2.83 -4.94 -1.75
H: 2.83 -4.17 -0.12
H: 4.18 -6.26 -0.38
H: 5.36 -5.25 -1.33
H: 1.32 -3.74 -2.71
H: 2.33 -3.23 -3.97
H: 0.58 -1.40 -4.62
H: 0.29 -3.08 -4.85
H: -1.63 -2.13 -4.29
H: -2.27 -0.68 -2.77
H: -0.63 -0.16 -3.08
H: -1.09 -1.04 -1.54
H: -2.21 -3.28 -2.01
H: -0.71 -4.12 -2.25
H: -2.01 -4.18 -3.49
O: -3.89 -2.02 -0.27
P: -5.12 -2.29 0.54
N: -5.53 -0.65 0.87
C: -6.31 -0.15 1.98
C: -5.83 0.16 -0.32
N: -4.34 -3.00 1.91
C: -4.55 -2.54 3.26
C: -2.93 -3.36 1.73
N: -6.66 -2.98 1.03
C: -6.63 -4.44 1.29
C: -7.70 -2.78 -0.01
H: -7.39 -0.39 1.92
H: -6.23 0.94 2.02
H: -5.95 -0.50 2.95
H: -6.83 -0.06 -0.72
H: -5.10 -0.02 -1.11
H: -5.78 1.22 -0.08
H: -4.11 -1.55 3.44
H: -4.08 -3.23 3.97
H: -5.61 -2.53 3.53
H: -2.27 -2.49 1.78
H: -2.76 -3.86 0.78
H: -2.63 -4.07 2.52
H: -6.26 -5.00 0.43
H: -7.64 -4.78 1.53
H: -6.02 -4.69 2.15
H: -7.39 -3.18 -0.98
H: -7.94 -1.73 -0.13
H: -8.62 -3.27 0.29
O: -4.65 3.33 -0.13
P: -3.52 4.24 0.24
N: -4.35 5.49 1.11
C: -3.85 6.83 1.33
C: -5.08 5.03 2.28
N: -3.15 4.80 -1.35
C: -3.00 6.21 -1.68
C: -3.81 4.12 -2.46
N: -1.91 4.61 0.77
C: -0.85 4.02 -0.10
C: -1.63 4.06 2.12
H: -3.01 6.89 2.04
H: -4.66 7.45 1.74
H: -3.55 7.32 0.42
H: -4.42 4.77 3.13
H: -5.66 4.14 2.04
H: -5.78 5.79 2.63
H: -3.96 6.75 -1.64
H: -2.61 6.31 -2.69
H: -2.27 6.70 -1.03
H: -4.86 4.44 -2.58
H: -3.79 3.04 -2.33
H: -3.28 4.33 -3.39
H: -0.97 2.94 -0.20
H: 0.14 4.22 0.32
H: -0.83 4.45 -1.09
H: -1.84 2.98 2.15
H: -2.22 4.55 2.90
H: -0.59 4.22 2.39
O: 3.04 1.97 5.02
P: 3.34 1.01 3.91
N: 4.05 2.09 2.76
C: 4.15 1.86 1.33
C: 5.24 2.79 3.24
N: 1.73 0.63 3.45
C: 1.25 0.71 2.09
C: 0.66 1.08 4.34
N: 3.92 -0.44 3.13
C: 3.23 -1.70 3.53
C: 5.36 -0.69 3.42
H: 4.89 1.09 1.05
H: 4.46 2.78 0.84
H: 3.21 1.60 0.87
H: 6.13 2.15 3.29
H: 5.07 3.19 4.24
H: 5.47 3.64 2.60
H: 1.18 1.75 1.74
H: 0.25 0.26 2.00
H: 1.86 0.12 1.40
H: 0.47 2.15 4.22
H: 0.90 0.89 5.39
H: -0.26 0.54 4.14
H: 3.26 -1.86 4.61
H: 3.70 -2.54 3.03
H: 2.19 -1.70 3.21
H: 5.56 -0.73 4.49
H: 5.99 0.08 2.97
H: 5.67 -1.63 2.97

**Charge**: -2
**HOMO**: -0.063 eV
**Electronic energy**: -112786.9392 eV
**HOMO-LUMO gap**: 3.5 eV

These are the Mulliken partial charges, in e, on atoms 1 to 99: C -1.21; C -0.50; C -1.28; I -0.12; C 0.26; C -1.05; O -0.15; P 3.05; C -1.06; N 0.03; C -1.60; C -0.12; C -0.54; F -0.33; C -1.04; C -1.68; C 1.00; C -1.52; C -1.14; C -0.43; O -0.72; O -0.65; O -0.66; H 0.31; H 0.33; H 0.38; H 0.39; H 0.41; H 0.57; H 0.35; H -0.08; H 0.40; H 0.30; H 0.04; H 0.25; H 0.03; H 0.28; H 0.67; H 0.18; H -0.03; H 0.34; H 0.30; H 0.39; H 0.52; H 0.39; H 0.54; H 0.67; H 0.49; H 0.37; H 0.01; H -0.07; H 0.22; H 0.39; O -0.57; P 0.58; N 0.34; C -0.58; C -0.68; N 0.24; C -1.23; C -1.06; N -0.05; C -1.08; C -1.07; H 0.24; H 0.14; H 0.20; H 0.17; H 0.19; H 0.11; H 0.30; H 0.42; H 0.37; H 0.31; H 0.29; H 0.36; H 0.36; H 0.41; H 0.31; H 0.37; H 0.23; H 0.42; O -0.86; P 0.81; N 0.10; C -0.77; C -1.04; N 0.33; C -1.28; C -0.97; N 0.15; C -1.38; C -1.17; H 0.25; H 0.38; H 0.20; H 0.29; H 0.21; H 0.39